Record 1
{"formula": "C30H45NO2OsP2S2", "method": "ωB97M-V/def2-TZVPD", "species": ["C", "H", "H", "H", "H", "H", "H", "H", "C", "C", "H", "C", "H", "C", "H", "C", "H", "H", "C", "C", "H", "H", "C", "C", "C", "S", "Os", "C", "C", "O", "O", "H", "C", "H", "C", "H", "H", "H", "C", "H", "C", "H", "C", "P", "H", "H", "H", "H", "H", "H", "H", "H", "C", "H", "H", "C", "H", "C", "H", "H", "C", "H", "H", "C", "H", "H", "C", "P", "H", "C", "H", "C", "C", "C", "C", "C", "H", "H", "H", "H", "S", "H", "N"], "xyz": [[-1.71053, -1.48774, 1.99224], [-3.05471, 0.87538, -4.73502], [2.58562, 2.99806, 7.18200], [-1.28943, 3.60327, 0.35591], [-2.86851, 0.21609, 2.57373], [-1.84474, 0.84390, -6.02956], [-0.61179, 0.74498, 3.62233], [-2.62329, 1.57403, -2.52121], [-0.84516, -0.67881, -1.51072], [2.00575, 1.14476, 2.24135], [3.50849, -1.95017, -4.30061], [-0.06379, -3.03176, 1.41018], [3.65408, -0.26094, -3.71495], [0.72887, 0.47089, -4.57520], [-0.03130, -4.89418, 0.36641], [0.23631, 0.01043, -1.02003], [1.78167, 1.32502, -0.56784], [1.20049, -3.08282, -4.88092], [-1.19356, 2.73320, -0.28929], [1.82186, 3.28453, 5.20427], [2.97724, -0.58985, -5.34486], [0.86950, -4.89782, 1.91073], [-2.99685, -0.72352, 2.02760], [-0.61455, -1.25615, 2.85493], [1.42390, -2.77487, 3.56924], [2.77320, -0.23864, 1.46891], [1.09316, -1.51778, 0.90063], [-1.43854, -2.60961, 1.18923], [-2.25885, -0.42444, -1.78512], [-0.38960, 3.56633, 2.81718], [1.75190, 4.65614, 2.14705], [-0.91738, 2.86919, -5.54728], [-0.61179, -0.28731, 3.98081], [1.25980, 1.45577, -2.27460], [2.43103, 2.53222, 6.21509], [-0.42140, -2.43914, -4.47843], [0.82473, 3.16940, -0.23637], [0.27805, -0.41688, 4.59564], [0.60730, -4.29993, 1.02758], [-3.32317, -0.46028, 1.01253], [2.73067, 0.63328, 4.70065], [-3.78673, 0.91048, -1.35713], [0.59586, -2.18092, -4.78630], [-0.80712, 1.12004, -3.85195], [1.50098, 1.25950, -4.69997], [0.55652, -1.70040, -5.77813], [-2.85727, -1.10649, -1.12004], [3.08192, -0.37431, 4.47091], [0.04553, 3.41109, -4.13005], [-3.15384, 2.32859, 0.07602], [0.47095, 0.09867, -5.59939], [-2.00190, -3.91070, -0.41168], [2.18070, 1.40974, 3.66852], [-0.67037, -1.76602, -1.46737], [-2.82245, -4.25981, 1.12473], [0.13414, 2.66817, -0.93436], [1.43647, 4.29795, 5.32432], [3.05205, -0.95586, -4.30902], [1.23187, -3.84807, 3.75255], [-1.50375, -0.41056, 4.60014], [0.88051, 1.32365, -1.22441], [2.43499, -2.64184, 3.16199], [-3.81039, -1.28065, 2.51325], [-2.45376, -3.45272, 0.47228], [-2.50592, -0.69696, -2.84433], [-2.12189, -0.60874, -5.02991], [0.44445, -2.21166, 2.59934], [1.36714, -1.03248, -3.56535], [0.17289, 3.24280, -1.88796], [-2.26599, 1.93492, -0.44038], [1.54258, -4.02778, 0.50679], [-2.07071, 0.48383, -5.02122], [1.75141, 2.71065, 3.95397], [-0.84059, 2.85336, -4.45302], [-2.70924, 1.04039, -1.54990], [2.84513, 1.20994, 5.97799], [3.28830, 0.62867, 6.78940], [1.34208, -2.21943, 4.50146], [-1.73624, 3.33803, -4.03837], [-3.33800, -2.88671, 0.16420], [1.03506, 3.47939, 2.55601], [1.15582, -0.72203, -0.85252], [1.47411, 2.16006, 1.58467]], "s2": 6.03, "total_charge": 2, "gap_ev": [6.243, 4.998], "multiplicity": 5, "e_above_lowest_kj_mol": 492.9}


Record 2
{"formula": "C30H45NO2P2Pb", "method": "ωB97M-V/def2-TZVPD", "species": ["H", "H", "C", "C", "H", "H", "H", "C", "C", "H", "C", "C", "H", "H", "H", "H", "H", "C", "H", "H", "H", "C", "C", "C", "H", "H", "H", "H", "C", "H", "H", "C", "C", "H", "C", "H", "H", "H", "C", "H", "C", "H", "H", "C", "C", "H", "C", "C", "H", "H", "H", "H", "H", "C", "C", "H", "H", "O", "C", "H", "C", "H", "H", "Pb", "P", "C", "H", "C", "O", "C", "C", "C", "H", "C", "P", "H", "H", "N", "H", "H", "H"], "xyz": [[2.68590, -2.78093, -0.69396], [-3.04537, -4.18290, 0.33667], [-0.40040, 4.03717, -0.39345], [4.52076, 1.13929, -1.19096], [1.67441, 2.31964, 2.08095], [2.58346, 0.91416, -0.18379], [-2.22433, 1.74742, -1.06857], [4.06876, -1.17049, 1.80773], [-0.96843, -4.26457, 3.61558], [-5.39932, -4.73528, -2.26908], [-6.16245, -0.69224, -0.72248], [-0.67412, -3.40284, 2.57224], [-0.19628, -4.90587, 4.02714], [2.14048, -1.26211, -1.40805], [-4.39571, -5.06890, -0.34402], [-6.18277, -1.48258, -2.70950], [5.20345, 2.83015, -3.02030], [-4.82931, -3.81063, -2.47199], [0.15806, 4.98228, -0.49062], [4.65375, 0.23964, -0.56580], [-1.20377, 0.81789, 0.14684], [-3.22508, -3.36288, 3.68589], [-5.10126, -2.78992, -1.39534], [2.83237, -1.68142, -0.66407], [4.27619, 4.32858, -1.22564], [-4.45967, -4.56032, 1.37952], [3.59576, 4.11088, -3.74582], [3.30079, 1.22052, 1.36929], [-2.24837, -4.19726, 4.18844], [1.10486, 3.24114, -3.07357], [4.82226, 1.79008, -4.41636], [-1.43946, 0.97156, -0.91162], [-5.62129, -0.79822, 0.55732], [4.20820, 0.00281, -2.88421], [-1.33674, -1.80228, 0.81954], [-2.53326, -4.87794, 4.98163], [0.31581, -3.34599, 2.10430], [4.97711, 2.18727, 0.58696], [2.38466, 0.83805, 0.87449], [-1.67516, -0.01534, -1.36469], [3.24854, 3.07600, -3.74222], [1.74243, 3.63399, -0.63106], [0.30672, 5.15852, 2.76336], [-4.14568, -4.26137, 0.36386], [4.42587, 2.14462, -3.43814], [0.44728, 1.07275, 1.77782], [1.19475, 1.68681, 1.30401], [-2.98474, -2.62453, 2.53245], [-4.21332, -3.26952, 4.09629], [-5.73104, -0.00736, 1.32762], [3.60399, 3.94176, 0.30370], [3.83522, -1.48800, -1.02555], [-1.45420, 4.29595, -0.60896], [-1.69529, -2.62657, 2.04864], [0.92432, 4.66344, 1.98597], [-0.12643, 3.38827, -1.23357], [5.83651, 2.83000, -0.76645], [-1.90325, -2.18432, -0.23396], [3.80784, 3.50776, -0.67599], [4.79919, -1.87490, 1.38228], [-5.83012, -1.64140, -1.71165], [2.74784, 2.92261, -4.70526], [1.38453, 5.39424, 1.29766], [1.37674, 1.23048, -2.44263], [2.39736, -1.01056, 1.06144], [2.18639, 3.02140, -2.68334], [-5.12152, -3.41652, -3.45902], [4.19757, 1.02065, -2.49215], [-0.53974, -0.86116, 1.05046], [4.83760, 2.39902, -0.49794], [-4.67895, -2.95116, -0.06836], [2.48808, 3.13388, -1.25639], [4.51095, -0.17575, 1.81677], [-4.76665, -1.88707, 0.85595], [-0.08542, 3.29912, 1.29537], [-6.83758, 0.15823, -0.92834], [-4.29202, -1.06329, 2.59149], [-3.96876, -1.80153, 1.97078], [-3.76279, -4.08359, -2.54965], [3.92139, -1.46654, 2.85688], [1.73193, 4.18807, 2.54719]], "total_charge": 2, "gap_ev": [4.011, 4.260], "e_above_lowest_kj_mol": 0.0}


Record 3
{"formula": "C30H46BMnN6OS4", "method": "ωB97M-V/def2-TZVPD", "species": ["C", "C", "S", "H", "C", "H", "H", "N", "H", "C", "H", "B", "C", "C", "H", "H", "H", "H", "H", "H", "H", "C", "H", "C", "Mn", "C", "H", "H", "H", "H", "H", "C", "N", "N", "C", "C", "H", "S", "C", "C", "H", "H", "C", "N", "H", "H", "C", "C", "H", "H", "C", "C", "H", "C", "C", "C", "N", "C", "C", "S", "H", "H", "H", "H", "H", "C", "C", "C", "H", "C", "H", "H", "H", "N", "H", "C", "H", "H", "H", "H", "O", "H", "S", "H", "H", "H", "H", "H", "C"], "xyz": [[2.69549, 2.09126, 1.36615], [1.23249, 1.86176, 3.42495], [4.40339, -0.93764, 1.01495], [-1.37791, 1.19486, 1.77915], [-4.19281, 1.52726, 0.56395], [-2.98371, 0.55646, 3.18755], [-1.72451, 2.56176, -5.02305], [1.46379, 1.04526, -0.12785], [2.16529, 0.01376, 4.04505], [1.49709, 1.71166, 1.95885], [-4.29121, -1.33334, 2.02955], [-0.77111, 0.66296, 0.94385], [-3.85011, -1.98424, 2.78145], [0.01609, 2.72796, 3.74935], [-3.61871, 4.14216, 1.38845], [-4.67951, 0.95136, -0.21935], [0.60209, -4.21904, -2.75135], [-4.96301, 2.00456, 1.16355], [3.15439, 3.85136, -1.38425], [-3.88141, -3.00814, 2.42105], [-3.62391, 0.84616, 1.18765], [5.90249, -4.36694, -1.15995], [2.28319, 1.73666, -2.71935], [-2.41141, -1.53964, 3.09775], [0.93959, -0.52744, -1.14215], [3.15969, 1.19086, -2.36675], [-2.23511, 3.12566, 1.78035], [0.45819, -4.61754, -0.29875], [-1.75261, -3.92064, 1.78795], [0.48809, -0.18404, 3.54035], [-4.45101, -1.92454, 3.68555], [-2.77431, 3.60066, 0.96945], [0.74979, 1.08476, 1.02135], [-0.40991, -1.59074, -0.01455], [-1.49971, 1.50236, -5.09985], [-0.04591, -0.36094, -4.22695], [0.42599, -0.48184, -5.19795], [2.63239, -1.79624, 0.08925], [-2.47061, -0.18444, 3.79245], [3.95539, -2.78674, -0.55975], [-0.43751, -2.80154, -2.59025], [0.69059, -0.65344, -3.44265], [-0.28411, -3.97484, -0.79095], [-0.94011, -0.88054, 1.01395], [-2.30801, -4.17614, -1.50885], [-0.90931, 2.23526, 3.48065], [-3.28811, 2.59216, -0.05915], [-2.21061, 1.94796, -0.87195], [-0.91101, -1.01924, -4.17645], [1.21769, -2.82114, -1.88295], [-2.11391, 2.08316, -2.25205], [-0.49291, 1.08816, -4.02725], [-3.03991, -0.30344, 4.71205], [4.03859, 3.24786, -1.19675], [3.66059, 1.77336, -1.04325], [-1.39931, -3.01304, 1.34655], [-0.56261, 0.66506, -1.56125], [0.30979, -3.41394, -2.08275], [2.64019, 1.64196, 0.04955], [6.57869, -3.02924, -0.17505], [-1.99751, -2.25294, 3.82315], [2.10659, 2.37826, 3.84065], [-3.89561, 3.15496, -0.77645], [-1.88471, -5.35054, -0.25795], [4.52159, 3.61056, -0.29455], [1.17709, 0.47036, 4.07035], [-1.06161, 1.27216, -2.65155], [5.04019, -2.27454, 0.06565], [4.55629, 1.21886, -0.73445], [-1.57381, -1.72834, 1.85755], [-1.26361, -5.55604, -1.89045], [-2.42631, 0.94326, -5.00035], [-1.48651, 0.18126, 4.05725], [-1.24741, 1.09856, -0.47475], [0.38729, 1.73996, -4.11785], [-0.67551, -2.88554, 0.16815], [4.72779, 3.38086, -2.02435], [3.49469, 2.62276, 1.83985], [3.93789, 1.26086, -3.12165], [-2.11341, 4.31636, 0.48805], [6.56269, -5.26164, -1.56955], [0.07939, 3.66906, 3.20885], [4.14549, -4.23024, -1.50185], [2.91169, 0.11576, -2.26145], [-1.08501, 1.31586, -6.08595], [0.86959, 0.55456, 5.11055], [-0.00831, 2.94476, 4.81405], [-2.73751, 2.69476, -2.86905], [-1.51621, -4.82014, -1.13105]], "s2": 3.78, "total_charge": 1, "gap_ev": [7.251, 7.194], "multiplicity": 4, "e_above_lowest_kj_mol": 130.2}


| no. | molecular weight (g/mol) |
| --- | --- |
| 1 | 768.0 |
| 2 | 720.8 |
| 3 | 700.8 |